No. 1
The following is a quantum chemistry calculation of one molecule with the formula CH3N5S, from the Open Molecules 2025 dataset.

Geometry as XYZ:
```
10
Properties=species:S:1:pos:R:3:forces:R:3:mulliken_charge:R:1
C 0.2805 0.5782 -0.1581 -0.3 -1.9 0.6 0.36
H -2.6653 -0.3239 1.1687 0.2 0.1 -0.3 0.15
H 2.3368 -0.1490 0.0690 0.2 0.4 -0.1 0.18
H 1.0910 2.2637 -0.1330 -0.4 0.0 0.0 0.23
N -0.7823 -0.3835 -0.1836 0.4 0.4 -0.3 0.23
N -0.2959 -1.6538 -0.2442 2.4 -0.3 0.6 -0.13
N 0.9886 -1.6226 -0.1252 -2.6 0.3 -0.4 -0.38
N 1.3589 -0.3179 -0.0323 -0.9 0.2 -0.2 0.11
N 0.1654 1.8275 -0.1878 0.5 0.5 0.0 -0.61
S -2.4778 -0.2187 -0.1736 0.5 0.4 0.2 -0.14
```
Forces are in eV/Å.

Summary:
- orbital gap (eV) = 9.6906
- energy (eV) = -19369.017
- F_max (eV/Å) = 2.59
- lowest unoccupied orbital energy (eV) = 0.695
- relative energy (zero: lowest compared OMol25 entry of this formula, charge and spin) (kJ/mol) = 13.96
- E_HOMO (Ha) = -0.3306

=====

No. 2
The following is a quantum chemistry calculation of one molecule with the formula CH3N5Se, from the Open Molecules 2025 dataset.

Geometry as XYZ:
```
10
Properties=species:S:1:pos:R:3:forces:R:3:mulliken_charge:R:1
C 2.4505 0.8078 -0.5644 -0.9 1.4 -1.4 0.11
N 1.9438 1.8640 -0.2193 -0.7 -2.3 -0.2 0.37
N 0.8913 2.5109 -0.0551 2.3 3.5 -0.3 -0.74
N -0.2683 1.9724 0.1739 -3.1 -3.1 0.5 0.01
N -0.3553 0.7138 0.3578 1.1 0.8 0.4 0.05
N -1.6413 0.3008 0.4714 2.1 -4.1 1.1 -0.48
Se 3.6535 -0.2437 0.1349 1.4 -0.9 2.7 0.05
H -1.8298 -0.4636 1.2039 0.8 1.8 -1.7 0.25
H -2.2288 1.0362 0.4685 -2.8 3.0 0.2 0.27
H 4.1961 -1.0498 -0.9209 -0.2 -0.1 -1.2 0.11
```
Forces are in eV/Å.

Summary:
- orbital gap (spin up / spin down) (eV) = 7.8480 / 7.8489
- energy (eV) = -73876.026
- F_max (eV/Å) = 4.72
- lowest unoccupied orbital energy (spin up / spin down) (eV) = -0.302 / -0.302
- relative energy (zero: lowest compared OMol25 entry of this formula, charge and spin) (kJ/mol) = 302.76
- E_HOMO (spin up / spin down) (Ha) = -0.2995 / -0.2996

=====

No. 3
The following is a quantum chemistry calculation of one molecule with the formula CH3NO2, from the Open Molecules 2025 dataset.

Geometry as XYZ:
```
7
Properties=species:S:1:pos:R:3:forces:R:3:mulliken_charge:R:1
C -0.2655 -0.5252 -0.1869 -0.3 -1.2 -0.8 -0.70
N 0.3705 0.7210 0.2887 0.5 -1.0 -0.2 0.85
O -0.2727 1.7145 0.0602 0.3 0.8 0.4 -0.50
O 1.4671 0.6319 0.8258 -0.9 0.4 -0.2 -0.51
H 0.4520 -1.2590 -0.5541 0.4 0.3 0.4 0.29
H -0.9040 -0.2821 -1.0362 -0.1 0.2 0.4 0.30
H -0.8472 -1.0010 0.6025 0.1 0.4 0.1 0.27
```
Forces are in eV/Å.

Summary:
- orbital gap (eV) = 11.6104
- energy (eV) = -6667.747
- F_max (eV/Å) = 1.47
- lowest unoccupied orbital energy (eV) = 0.243
- relative energy (zero: lowest compared OMol25 entry of this formula, charge and spin) (kJ/mol) = 377.91
- E_HOMO (Ha) = -0.4178

=====

No. 4
The following is a quantum chemistry calculation of one molecule with the formula CH3NO2, from the Open Molecules 2025 dataset.

Geometry as XYZ:
```
7
Properties=species:S:1:pos:R:3:forces:R:3:mulliken_charge:R:1
C 0.8699 -0.2646 0.1086 5.3 0.9 -4.2 0.09
H -1.7839 -0.2887 0.3232 -3.0 -1.3 2.3 0.35
H -0.1778 1.4008 0.0156 0.0 1.4 -0.6 0.24
H 0.7315 -1.2900 0.2803 -0.2 -1.7 0.6 0.35
N -0.2698 0.4293 0.1250 1.5 1.4 0.8 -0.14
O -1.3791 -0.1091 -0.4687 1.0 0.0 -1.9 -0.34
O 2.0093 0.1223 -0.3840 -4.5 -0.7 3.0 -0.55
```
Forces are in eV/Å.

Summary:
- orbital gap (eV) = 10.8089
- energy (eV) = -6667.988
- F_max (eV/Å) = 6.80
- lowest unoccupied orbital energy (eV) = 0.620
- relative energy (zero: lowest compared OMol25 entry of this formula, charge and spin) (kJ/mol) = 354.68
- E_HOMO (Ha) = -0.3744

=====

No. 5
The following is a quantum chemistry calculation of one molecule with the formula CH3NO2S, from the Open Molecules 2025 dataset.

Geometry as XYZ:
```
8
Properties=species:S:1:pos:R:3:forces:R:3:mulliken_charge:R:1
C 0.8605 -0.4405 -0.6569 4.6 2.1 2.1 -0.79
N -1.1051 0.6184 0.8055 0.8 -3.6 -2.4 0.88
O -1.5680 -0.3005 0.0539 0.1 2.7 2.0 -0.53
O -1.6660 1.2919 1.5905 -1.0 0.8 0.6 -0.54
S 0.6841 0.7366 0.7334 -0.3 0.0 -0.5 0.04
H 0.4752 -1.2995 -0.3080 -1.1 -3.2 0.9 0.32
H 2.0078 -0.5296 -0.7914 -2.0 0.2 -0.2 0.31
H 0.3114 -0.0768 -1.4270 -1.1 1.0 -2.6 0.32
```
Forces are in eV/Å.

Summary:
- orbital gap (eV) = 10.3252
- energy (eV) = -17502.204
- F_max (eV/Å) = 5.45
- lowest unoccupied orbital energy (eV) = 0.024
- relative energy (zero: lowest compared OMol25 entry of this formula, charge and spin) (kJ/mol) = 315.10
- E_HOMO (Ha) = -0.3786

=====

No. 6
The following is a quantum chemistry calculation of CH3NO2S as an isolated structure, from the Open Molecules 2025 dataset.

Geometry as XYZ:
```
8
Properties=species:S:1:pos:R:3:forces:R:3:mulliken_charge:R:1
C -0.1474 1.4688 1.2118 -0.7 -4.1 1.7 0.24
N -0.1150 -1.3549 -1.2539 -0.1 1.1 1.0 -0.44
O -0.1873 1.9604 2.2470 -0.1 0.8 0.4 -0.29
O -0.2518 -0.3070 1.2155 1.4 3.3 -1.9 -0.38
S 0.7980 -0.5572 -0.0894 -0.8 -0.6 0.8 0.02
H 0.0807 1.7007 0.2014 0.1 0.3 -1.2 0.34
H -0.5214 -0.7448 -1.9399 0.0 -0.1 -0.4 0.24
H 0.3443 -2.1659 -1.5925 0.1 -0.7 -0.3 0.26
```
Forces are in eV/Å.

Summary:
- orbital gap (eV) = 9.2148
- energy (eV) = -17503.688
- F_max (eV/Å) = 4.51
- lowest unoccupied orbital energy (eV) = 0.487
- relative energy (zero: lowest compared OMol25 entry of this formula, charge and spin) (kJ/mol) = 171.96
- E_HOMO (Ha) = -0.3207

=====

No. 7
The following is a quantum chemistry calculation of a 2-piece molecular cluster, CH3NO2S overall, from the Open Molecules 2025 dataset.

Geometry as XYZ:
```
8
Properties=species:S:1:pos:R:3:forces:R:3:mulliken_charge:R:1
C 1.4188 1.0532 -1.0789 2.0 -0.4 1.2 -0.26
N -1.3733 -1.1558 1.0142 -1.4 -0.2 1.2 0.56
O -0.3241 -0.7347 0.6283 0.2 1.0 -0.8 -0.42
O -1.5086 -2.1712 1.6519 -0.5 -0.5 0.1 -0.43
S 0.9617 2.5763 -1.0869 0.2 0.7 0.0 -0.21
H 0.6685 0.3602 -1.4037 0.3 -0.9 -0.1 0.24
H 2.4716 0.6842 -0.6385 -2.5 0.7 -1.2 0.23
H -2.3147 -0.6123 0.9136 1.7 -0.3 -0.4 0.30
```
Forces are in eV/Å.

Summary:
- orbital gap (eV) = 8.5794
- energy (eV) = -17501.395
- F_max (eV/Å) = 2.85
- lowest unoccupied orbital energy (eV) = -0.152
- relative energy (zero: lowest compared OMol25 entry of this formula, charge and spin) (kJ/mol) = 393.15
- E_HOMO (Ha) = -0.3209

=====

No. 8
The following is a quantum chemistry calculation of one molecule with the formula CH3NO2S2, from the Open Molecules 2025 dataset.

Geometry as XYZ:
```
9
Properties=species:S:1:pos:R:3:forces:R:3:mulliken_charge:R:1
C 1.2066 0.2031 0.2677 -4.1 2.0 2.2 -0.56
N 0.2744 -0.8364 -0.1576 3.5 0.5 0.9 -0.25
O -2.5880 -0.2506 -1.0971 0.0 0.0 -0.3 -0.42
O -0.8672 -0.8518 0.5644 -0.2 -1.5 2.4 -0.14
S 0.6377 2.0319 0.0414 0.0 -1.4 -0.3 -0.11
S -2.1591 -0.0230 0.2772 -1.3 1.5 -0.3 0.49
H 1.3329 0.2287 1.3414 0.0 -0.7 0.2 0.32
H 2.1141 0.1502 -0.1652 2.9 -0.5 -1.8 0.39
H 0.0485 -0.6519 -1.0724 -0.8 0.2 -2.9 0.28
```
Forces are in eV/Å.

Summary:
- orbital gap (spin up / spin down) (eV) = 8.6551 / 6.2700
- energy (eV) = -28336.469
- F_max (eV/Å) = 5.09
- lowest unoccupied orbital energy (spin up / spin down) (eV) = -1.021 / -2.343
- relative energy (zero: lowest compared OMol25 entry of this formula, charge and spin) (kJ/mol) = 381.44
- E_HOMO (spin up / spin down) (Ha) = -0.3556 / -0.3165